Entry 1:
Below is a structure of composition C17H11Co2F3NO6 in a non-equilibrium geometry, with properties calculated with the ωB97M-V functional and the def2-TZVPD basis.

Positions of all 40 atoms, in Å:
O (0.7013, 1.5252, 4.9415)
C (0.6304, 1.4525, 3.7799)
Co (0.4244, 1.4974, 2.0297)
C (-1.1041, 2.3256, 1.8849)
O (-2.1215, 2.8377, 1.7550)
C (1.5082, 2.7891, 1.5844)
O (2.1545, 3.7050, 1.2930)
C (-0.0687, -0.1241, 0.6967)
C (-1.3161, -0.8201, 1.2486)
C (-1.7600, -0.8316, 2.5977)
C (-3.0114, -1.3634, 2.9326)
C (-3.8323, -1.9420, 1.9595)
C (-3.3677, -1.9730, 0.6454)
C (-2.1260, -1.4619, 0.3097)
C (0.7191, -0.2713, -0.3997)
C (0.8795, 0.3322, -1.7779)
Co (1.6486, -0.5699, 1.1493)
C (1.6911, -0.6912, 3.0198)
O (1.9318, -1.0754, 4.0953)
C (3.0596, 0.5407, 1.0798)
O (4.0605, 1.1211, 1.0081)
C (2.4336, -2.1406, 0.9565)
O (3.0148, -3.1226, 0.8778)
H (-1.1742, -0.3870, 3.4073)
H (-3.3729, -1.3420, 3.9649)
H (-4.8019, -2.3828, 2.2156)
H (-3.9665, -2.4246, -0.1351)
H (-1.7536, -1.4899, -0.7044)
H (1.8401, 0.8662, -1.8111)
H (0.1093, 1.1419, -1.8923)
F (0.3150, 2.2028, -5.5962)
C (1.0446, 1.2807, -4.9136)
F (1.9969, 0.7925, -5.7517)
F (1.8124, 1.9357, -4.0004)
C (0.1096, 0.3262, -4.2108)
N (0.8223, -0.4708, -3.0439)
H (-0.7251, 0.8364, -3.7149)
H (-0.1898, -0.3756, -4.9837)
H (1.5830, -0.9686, -3.5495)
H (0.2016, -1.2804, -2.9477)

- Charge: -1
- Calculated total energy: -4225.58950 a.u.
- E_HOMO: -2.2 eV
- Molecular weight: 500.1 g mol⁻¹
- Gap between HOMO and LUMO: 0.1568 hartree


Entry 2:
Below is a cluster of 3 separate species, C32H54BrN4O5S3 in total in a non-equilibrium geometry, with properties calculated with the ωB97M-V functional and the def2-TZVPD basis.

Positions of all 99 atoms, in Å:
C (-5.3331, -2.5489, -4.6572)
C (-4.3632, -1.5347, -4.0770)
C (-3.7168, -2.0148, -2.7707)
C (-2.8297, -3.2078, -3.0200)
N (-2.9746, -0.8199, -2.2059)
C (-1.7223, -0.3669, -2.8841)
C (-1.0689, 0.5227, -1.8363)
Br (-1.0905, 2.3744, -2.3636)
O (-1.8603, 0.4395, -0.6778)
C (-2.7362, -0.6502, -0.6878)
C (-4.0344, -0.2715, -0.0242)
C (-3.9958, -0.0803, 1.5001)
C (-2.7021, 0.5267, 2.0199)
S (-2.9947, 1.0857, 3.7128)
C (-1.4463, 0.9861, 4.4907)
S (-1.4313, 1.0992, 6.1045)
N (-0.3055, 0.9729, 3.6398)
C (0.1247, -0.3172, 3.1592)
C (0.6938, -0.3511, 1.8818)
C (1.2089, -1.5401, 1.3760)
C (1.1408, -2.7069, 2.1370)
C (0.5427, -2.6717, 3.3958)
C (0.0364, -1.4816, 3.9126)
C (0.7662, 1.8181, 4.1095)
C (2.0212, 1.3346, 4.4555)
C (3.0171, 2.2252, 4.8645)
C (2.7664, 3.5895, 4.9311)
C (1.5015, 4.0675, 4.5895)
C (0.5112, 3.1876, 4.1722)
C (-1.9126, -1.8378, -0.1230)
S (-2.7982, -3.1803, 0.6555)
O (-4.0078, -3.3781, -0.0976)
O (-2.8213, -2.9869, 2.0699)
H (-5.8820, -2.0954, -5.4714)
H (-6.0195, -2.9118, -3.9004)
H (-4.8107, -3.3989, -5.0778)
H (-3.5748, -1.3314, -4.7961)
H (-4.9206, -0.6210, -3.8687)
H (-4.5167, -2.2838, -2.0951)
H (-3.4213, -3.9999, -3.4544)
H (-2.0336, -2.9824, -3.7224)
H (-2.3816, -3.6176, -2.1261)
H (-3.6320, -0.0576, -2.3874)
H (-2.0284, 0.2629, -3.7072)
H (-1.1004, -1.1564, -3.2760)
H (-0.0654, 0.2149, -1.5793)
H (-4.7454, -1.0537, -0.2607)
H (-4.3823, 0.6479, -0.4905)
H (-4.2638, -0.9953, 2.0053)
H (-4.7913, 0.6214, 1.7358)
H (-2.4315, 1.3723, 1.4025)
H (-1.8903, -0.1851, 2.0625)
H (0.7506, 0.5713, 1.3251)
H (1.6694, -1.5358, 0.4017)
H (1.5542, -3.6254, 1.7568)
H (0.4864, -3.5709, 3.9856)
H (-0.4019, -1.4654, 4.8953)
H (2.2503, 0.2842, 4.4198)
H (3.9859, 1.8350, 5.1232)
H (3.5532, 4.2549, 5.2412)
H (1.2948, 5.1233, 4.6410)
H (-0.4617, 3.5684, 3.9028)
H (-1.3174, -2.2791, -0.9168)
H (-1.2100, -1.4325, 0.5936)
H (-1.9584, -4.2008, 0.3768)
C (4.1859, -3.2857, -2.4071)
C (3.0752, -3.0696, -3.4292)
C (2.7887, -1.5964, -3.7463)
O (2.0535, -0.9086, -2.7444)
C (2.8335, -0.4275, -1.6543)
N (1.8734, -3.7866, -2.9855)
H (3.8481, -3.0781, -1.3917)
H (4.5156, -4.3228, -2.4303)
H (5.0481, -2.6517, -2.6185)
H (3.3991, -3.5272, -4.3675)
H (2.1620, -1.5585, -4.6418)
H (3.7112, -1.0507, -3.9746)
H (3.8263, -0.1068, -1.9761)
H (2.9311, -1.1884, -0.8768)
H (2.3109, 0.4292, -1.2221)
H (1.1699, -3.7572, -3.7186)
H (1.4740, -3.2653, -2.2096)
C (3.8072, 2.8849, 0.6011)
C (2.7164, 3.3791, -0.3435)
C (2.6280, 4.9055, -0.4577)
O (2.0117, 5.5388, 0.6415)
C (2.8482, 5.7906, 1.7575)
N (1.4352, 2.7854, 0.0534)
H (3.5196, 3.0045, 1.6454)
H (3.9923, 1.8226, 0.4386)
H (4.7444, 3.4193, 0.4392)
H (2.9565, 3.0085, -1.3461)
H (1.9978, 5.1456, -1.3188)
H (3.6172, 5.3419, -0.6473)
H (3.8669, 6.0328, 1.4421)
H (2.8767, 4.9430, 2.4469)
H (2.4329, 6.6467, 2.2865)
H (0.7230, 3.0070, -0.6373)
H (1.1305, 3.2563, 0.9018)

- ΔE to the lowest compared entry with this formula, charge and spin: 0.0 kcal/mol
- Charge: +1
- Calculated total energy: -5615.21092 a.u.
- E_HOMO: -10.3 eV
- Molecular weight: 750.9 g mol⁻¹
- Gap between HOMO and LUMO: 0.2861 hartree


Entry 3:
Below is a structure of composition C39H37OP2PtSi, with properties calculated with the ωB97M-V functional and the def2-TZVPD basis.

Positions of all 81 atoms, in Å:
Pt (-0.8257, -0.6931, 0.4968)
C (0.8148, -2.6702, -1.7547)
Si (-0.8331, -2.5035, -0.8787)
C (-1.0794, -4.0094, 0.2364)
C (-1.5606, -5.2585, -0.1564)
C (-1.6115, -6.3144, 0.7408)
C (-1.1706, -6.1474, 2.0486)
C (-0.6855, -4.9186, 2.4617)
C (-0.6421, -3.8568, 1.5610)
P (-0.0337, -2.2141, 2.0387)
C (-0.6415, -1.8901, 3.7134)
C (0.0119, -2.4021, 4.8344)
C (-0.5078, -2.1860, 6.1005)
C (-1.6792, -1.4572, 6.2578)
C (-2.3327, -0.9436, 5.1479)
C (-1.8162, -1.1590, 3.8782)
C (1.7606, -2.3719, 2.2306)
C (2.4520, -3.4855, 1.7676)
C (3.8376, -3.5296, 1.8625)
C (4.5321, -2.4672, 2.4174)
C (3.8441, -1.3537, 2.8863)
C (2.4642, -1.3035, 2.7910)
C (-2.1496, -2.2349, -2.1979)
C (-2.5608, -3.1985, -3.1219)
C (-3.4614, -2.8833, -4.1268)
C (-3.9611, -1.5916, -4.2419)
C (-3.5572, -0.6162, -3.3472)
C (-2.6569, -0.9414, -2.3337)
P (-2.1357, 0.2897, -1.1145)
C (-1.3814, 1.6662, -2.0249)
C (-1.2881, 2.9284, -1.4355)
C (-0.5982, 3.9482, -2.0709)
C (0.0112, 3.7146, -3.2974)
C (-0.0738, 2.4619, -3.8857)
C (-0.7667, 1.4394, -3.2534)
C (-3.6860, 0.9253, -0.4182)
C (-4.4089, 1.9564, -1.0160)
C (-5.6301, 2.3455, -0.4867)
C (-6.1388, 1.7075, 0.6366)
C (-5.4267, 0.6754, 1.2318)
C (-4.2037, 0.2865, 0.7080)
H (0.8144, -3.5499, -2.4047)
H (1.6302, -2.7813, -1.0367)
H (1.0219, -1.7950, -2.3730)
H (-1.9168, -5.4124, -1.1676)
H (-2.0013, -7.2724, 0.4222)
H (-1.2155, -6.9724, 2.7469)
H (-0.3584, -4.7855, 3.4858)
H (0.9329, -2.9604, 4.7222)
H (0.0035, -2.5856, 6.9662)
H (-2.0810, -1.2883, 7.2480)
H (-3.2439, -0.3731, 5.2690)
H (-2.3274, -0.7575, 3.0106)
H (1.9142, -4.3232, 1.3410)
H (4.3717, -4.3998, 1.5047)
H (5.6106, -2.5061, 2.4921)
H (4.3846, -0.5282, 3.3305)
H (1.9263, -0.4419, 3.1725)
H (-2.1706, -4.2081, -3.0670)
H (-3.7741, -3.6444, -4.8297)
H (-4.6623, -1.3485, -5.0289)
H (-3.9442, 0.3923, -3.4347)
H (-1.7721, 3.1234, -0.4841)
H (-0.5428, 4.9275, -1.6142)
H (0.5477, 4.5111, -3.7952)
H (0.3974, 2.2788, -4.8421)
H (-0.8328, 0.4640, -3.7200)
H (-4.0215, 2.4585, -1.8941)
H (-6.1863, 3.1465, -0.9553)
H (-7.0920, 2.0135, 1.0465)
H (-5.8245, 0.1722, 2.1030)
H (-3.6488, -0.5269, 1.1636)
C (1.0245, 3.0088, 2.3259)
C (0.6839, 1.8699, 1.3942)
O (-0.5169, 1.1843, 1.8306)
H (1.9503, 3.4865, 2.0040)
H (1.1537, 2.6514, 3.3476)
H (0.2406, 3.7693, 2.3212)
H (1.4563, 1.1026, 1.3972)
H (0.5513, 2.2162, 0.3665)
H (-1.2477, 1.8146, 1.8299)

- ΔE to the lowest compared entry with this formula, charge and spin: 0.0 kcal/mol
- Charge: +1
- Calculated total energy: -2675.04935 a.u.
- E_HOMO: -11.1 eV
- Molecular weight: 806.8 g mol⁻¹
- Gap between HOMO and LUMO: 0.3279 hartree


Entry 4:
Below is a structure of composition C31H35AsKN10O7 in a non-equilibrium geometry, with properties calculated with the ωB97M-V functional and the def2-TZVPD basis.

Positions of all 85 atoms, in Å:
K (-0.8163, -0.5186, -0.3436)
N (3.6161, -1.3429, -2.4382)
C (2.3281, -0.9604, -2.2920)
N (1.8947, 0.2487, -2.1911)
C (2.8332, 1.2906, -2.2281)
N (2.5307, 2.5196, -2.0929)
N (1.2712, 2.8016, -1.6290)
C (0.3860, 3.1246, -2.4652)
C (-0.9374, 3.6065, -1.9986)
C (-1.8543, 4.0640, -2.9387)
C (-3.0945, 4.5011, -2.5035)
C (-3.3693, 4.4713, -1.1458)
C (-2.3808, 4.0085, -0.2838)
N (-1.1915, 3.5852, -0.6911)
C (4.2655, 0.9507, -2.4270)
C (5.2661, 1.9195, -2.4997)
C (6.5918, 1.5553, -2.6154)
C (6.9389, 0.2010, -2.6448)
C (5.9655, -0.7711, -2.5764)
C (4.6269, -0.3895, -2.4785)
H (3.8550, -2.3154, -2.2882)
H (1.6177, -1.7798, -2.2438)
H (0.5639, 3.0701, -3.5422)
H (-1.5927, 4.0719, -3.9897)
H (-3.8316, 4.8578, -3.2127)
H (-4.3256, 4.7927, -0.7550)
H (-2.5578, 3.9675, 0.7864)
H (4.9708, 2.9591, -2.4478)
H (7.3604, 2.3149, -2.6708)
H (7.9787, -0.0912, -2.7185)
H (6.2209, -1.8241, -2.5814)
O (-1.8616, -2.4869, 1.5189)
C (-1.4868, -2.8953, 0.3992)
O (-1.9249, -2.5264, -0.7259)
C (-0.2691, -3.8065, 0.3041)
C (-0.3316, -5.1591, 0.2055)
C (0.8373, -5.9179, -0.0311)
C (2.0585, -5.3189, -0.1845)
C (2.1386, -3.9406, -0.0425)
C (1.0036, -3.1016, 0.1737)
O (1.0535, -1.8495, 0.1833)
N (3.4363, -3.3240, -0.2686)
O (4.1583, -3.7894, -1.1570)
O (3.7129, -2.3079, 0.3340)
N (0.7506, -7.3678, -0.1251)
O (-0.3494, -7.8850, -0.0147)
O (1.7763, -8.0043, -0.3130)
H (-1.2791, -5.6746, 0.2918)
H (2.9422, -5.9040, -0.3883)
C (3.1563, 1.1173, 1.1714)
As (1.1964, 1.1313, 1.2171)
C (1.0251, 2.7702, 2.2971)
C (1.0266, -0.1627, 2.7113)
H (3.5425, 1.0926, 2.1908)
H (3.5162, 2.0105, 0.6598)
H (3.4962, 0.2274, 0.6396)
H (1.7020, 2.7340, 3.1514)
H (0.0004, 2.8997, 2.6517)
H (1.2694, 3.6248, 1.6641)
H (1.1811, 0.3286, 3.6739)
H (1.7807, -0.9342, 2.5618)
H (0.0570, -0.6636, 2.7007)
C (-3.7774, 0.7909, 4.1112)
C (-2.3861, 0.6740, 3.5281)
N (-2.4184, 1.2806, 2.2017)
C (-3.3692, 0.8248, 1.2889)
N (-3.0697, 0.8503, 0.0460)
C (-4.0482, 0.4226, -0.9475)
C (-5.4783, 0.5341, -0.4508)
C (-5.5487, -0.1377, 0.9046)
N (-4.6109, 0.4984, 1.8153)
C (-4.7378, 0.0558, 3.1995)
H (-4.0556, 1.8461, 4.1729)
H (-3.8192, 0.3575, 5.1114)
H (-2.0958, -0.3825, 3.4778)
H (-1.6454, 1.2012, 4.1286)
H (-1.5165, 1.3864, 1.7556)
H (-3.8373, -0.6183, -1.2190)
H (-3.9065, 1.0317, -1.8448)
H (-6.1667, 0.0478, -1.1456)
H (-5.7732, 1.5835, -0.3550)
H (-5.3215, -1.2073, 0.8025)
H (-6.5436, -0.0465, 1.3460)
H (-4.5476, -1.0242, 3.2642)
H (-5.7725, 0.2254, 3.5054)

- ΔE to the lowest compared entry with this formula, charge and spin: 23.1 kcal/mol
- Charge: -1
- Calculated total energy: -5112.22474 a.u.
- E_HOMO: -5.1 eV
- Molecular weight: 773.7 g mol⁻¹
- Gap between HOMO and LUMO: 0.2685 hartree